{
  "formula": "C3H11FN3O2",
  "method": "ωB97M-V with the def2-TZVPD basis set",
  "species": ["C", "C", "C", "N", "N", "N", "O", "O", "F", "H", "H", "H", "H", "H", "H", "H", "H", "H", "H", "H"],
  "xyz": [[1.1811, -2.0479, 0.5591], [1.5441, 2.1622, 0.3947], [0.0563, 0.0337, 0.6976], [-2.2998, -0.3752, 0.0083], [0.1643, 1.2291, 0.1756], [-1.7685, -1.4837, -0.9035], [2.1482, 2.5979, -0.6972], [1.1440, -0.6370, 0.4940], [-0.9731, 2.0327, -0.1076], [0.3104, -2.5750, 0.0386], [1.3731, -2.3179, 1.6205], [1.9457, -2.2116, -0.1350], [1.1055, 2.9677, 0.9455], [2.2165, 1.5631, 0.9544], [-2.2862, 0.5143, -0.4773], [-3.3522, -0.7494, 0.0493], [-1.1985, -1.0955, -1.7089], [-2.2471, -2.3594, -1.2000], [-0.7613, -0.4555, 0.5914], [1.6976, 3.2074, -1.2993]],
  "atomic_forces_ev_per_a": [[-1.50, -1.55, 0.42], [-2.20, 0.73, -0.54], [6.02, 2.29, -3.44], [-4.91, -4.15, -1.45], [1.26, 2.65, 0.54], [2.50, 1.15, -1.29], [0.79, -0.73, -1.54], [0.41, 1.65, 1.24], [1.49, -1.22, 1.12], [0.54, 1.15, 1.35], [-0.06, -0.33, -1.05], [1.78, -0.88, -0.30], [-0.46, 0.30, 0.72], [0.27, -0.83, 0.47], [-0.57, -0.25, -0.67], [2.68, 1.91, 0.27], [-1.41, -0.64, 1.32], [-0.46, 1.70, 0.79], [-5.87, -2.98, 1.40], [-0.30, 0.03, 0.63]],
  "nbo_charge": [-0.278, 0.149, 0.489, -0.698, 0.010, -0.791, -0.653, -0.420, -0.189, 0.233, 0.219, 0.218, 0.191, 0.218, 0.369, 0.400, 0.367, 0.411, 0.241, 0.513],
  "homo_energy_ev": -12.75,
  "e_above_lowest_kcal_mol": 98.74,
  "total_charge": 1
}